BF4H18O9 | ωB97M-V/def2-TZVPD

Element x y z (Å)
B: -0.097217 -0.274281 0.117546
F: 1.038398 0.466112 -0.280759
F: -0.808752 0.477873 1.069659
F: -0.919904 -0.603857 -0.963153
F: 0.339908 -1.459467 0.737157
O: -3.305828 0.935228 -1.013343
H: -2.445335 0.505001 -1.132797
H: -3.220781 1.770345 -1.479509
O: 0.269640 -0.128743 3.809843
H: 0.365627 0.826709 3.811516
H: 0.047747 -0.345789 2.896707
O: -2.228657 -1.640503 -3.321194
H: -1.732722 -0.888189 -3.656364
H: -1.864366 -1.775568 -2.440772
O: -2.799117 1.587508 2.738948
H: -2.098339 1.213743 2.187511
H: -3.436777 1.914619 2.098569
O: -0.267667 3.035308 -1.266378
H: 0.155377 2.636608 -0.497784
H: -1.101488 3.374249 -0.929883
O: 3.963881 1.107703 1.349267
H: 3.137164 1.225431 0.867883
H: 4.648940 1.216295 0.684255
O: 0.031859 -4.151597 1.652169
H: -0.017144 -4.723112 0.882264
H: -0.337326 -3.312185 1.358115
O: 1.251331 0.567822 -3.135348
H: 1.138161 0.613717 -2.174953
H: 1.504705 1.459176 -3.387253
O: 2.952115 -2.179040 -0.446661
H: 2.210707 -1.581435 -0.299888
H: 3.625866 -1.869680 0.164624

Atomic forces in eV per Å
-0.1 -0.6 0.7
0.0 0.2 -0.2
0.0 0.2 -0.2
0.1 0.3 -0.1
0.0 0.2 -0.1
0.0 0.2 0.1
-0.1 -0.1 0.1
0.0 0.0 -0.1
0.1 -0.1 0.1
-0.1 0.0 0.0
0.0 0.0 0.0
-0.1 -0.1 -0.2
0.1 0.0 0.0
0.0 0.1 0.1
0.0 0.2 0.0
-0.1 -0.1 0.0
0.0 -0.1 -0.1
0.0 0.2 0.0
0.0 -0.2 0.0
0.0 0.0 0.1
0.0 0.1 0.0
-0.1 -0.1 0.0
0.0 0.0 0.0
-0.2 -0.3 0.1
0.1 0.0 -0.1
0.2 0.2 0.0
0.1 0.0 -0.1
0.0 -0.1 -0.1
-0.1 0.1 0.0
0.2 0.0 -0.2
-0.1 -0.1 0.1
0.0 0.0 0.1

Summary:
Total energy ... -30276.19056 eV
Strongest force on any atom ... 0.97 eV Å⁻¹
Energy above the lowest of the compared OMol25 structures with the same formula, charge and spin ... 21.07 kJ/mol
Net charge ... -1
HOMO energy ... -8.21 eV

Which charges does Mulliken predict for the atoms? In e, they are:
1 B 0.56
2 F -0.43
3 F -0.46
4 F -0.36
5 F -0.36
6 O -0.65
7 H 0.39
8 H 0.29
9 O -0.66
10 H 0.31
11 H 0.33
12 O -0.65
13 H 0.31
14 H 0.37
15 O -0.66
16 H 0.52
17 H 0.31
18 O -0.62
19 H 0.28
20 H 0.30
21 O -0.65
22 H 0.31
23 H 0.31
24 O -0.64
25 H 0.30
26 H 0.35
27 O -0.66
28 H 0.37
29 H 0.30
30 O -0.67
31 H 0.30
32 H 0.30

***

C4H16NO2 | ωB97M-V/def2-TZVPD

Element x y z (Å)
C: -1.040460 -0.179674 -2.137465
C: 0.351486 -0.017715 -1.496501
N: 0.482602 1.076775 -0.573839
C: -0.522083 0.828584 0.749144
C: -0.174423 1.907422 1.774453
H: -1.100023 0.400292 -3.047198
H: -1.930454 0.136800 -1.419022
H: -1.308792 -1.157018 -2.423393
H: 0.767780 -0.887170 -1.027067
H: 1.075440 0.240950 -2.420673
H: 0.241198 1.909225 -1.006220
H: 1.424861 1.077181 -0.091501
H: -0.457741 -0.184849 1.151453
H: -1.593728 1.131018 0.460558
H: -0.492229 2.934066 1.701303
H: -0.546004 1.688080 2.727061
H: 0.914161 2.007273 1.873030
H: 1.554712 -0.484853 2.149952
H: 2.047715 -1.033494 0.940823
O: 2.166843 -0.281702 1.451590
H: -0.552090 -3.138677 -0.278937
H: -0.955603 -4.351875 0.481284
O: -0.353166 -3.620641 0.461167

Atomic forces in eV per Å
-0.2 1.2 1.5
-0.3 -0.2 -1.7
-0.5 -2.8 3.2
-0.8 3.2 0.2
0.3 -0.7 -1.1
-0.6 0.7 -0.3
1.6 0.1 -0.9
0.4 -1.5 -0.3
0.3 -0.7 0.1
-0.9 -0.6 1.1
-0.5 2.6 -0.8
-0.7 0.2 -0.6
0.3 0.1 -0.7
1.3 -0.8 -0.6
-0.3 0.5 -1.3
-0.3 -1.1 1.7
0.7 -0.2 0.3
-0.4 0.1 1.6
0.4 -3.0 -2.1
0.4 2.6 0.7
-0.9 1.5 -3.0
-0.5 -0.7 0.1
1.4 -0.6 2.8

Summary:
Total energy ... -9968.62743 eV
Strongest force on any atom ... 4.32 eV Å⁻¹
Energy above the lowest of the compared OMol25 structures with the same formula, charge and spin ... 383.11 kJ/mol
Spin multiplicity ... 2
Net charge ... +2
HOMO energy (alpha / beta) ... -18.01 / -18.01 eV

Which charges does Mulliken predict for the atoms? In e, they are:
1 C -0.95
2 C -0.24
3 N -0.16
4 C -0.39
5 C -1.19
6 H 0.40
7 H 0.34
8 H 0.36
9 H 0.31
10 H 0.40
11 H 0.36
12 H 0.44
13 H 0.34
14 H 0.45
15 H 0.42
16 H 0.45
17 H 0.37
18 H 0.39
19 H 0.35
20 O -0.44
21 H 0.26
22 H 0.33
23 O -0.58

***

CH2N2S2 | ωB97M-V/def2-TZVPD

Element x y z (Å)
C: 0.325889 -0.144117 0.080583
N: -0.188635 -0.633990 -0.856899
N: 0.976427 0.607919 0.929960
S: 0.518547 2.030594 1.580112
S: -1.426802 -2.480601 -1.779693
H: 1.399350 2.003726 2.581081
H: -1.604776 -1.383531 -2.535144

Atomic forces in eV per Å
-0.4 1.8 -0.1
0.9 0.3 0.7
0.2 -1.3 0.0
-0.6 -0.4 -0.5
-0.2 0.0 -0.1
0.3 0.0 0.0
-0.1 -0.4 0.0

Summary:
Total energy ... -25716.01900 eV
Strongest force on any atom ... 1.80 eV Å⁻¹
Energy above the lowest of the compared OMol25 structures with the same formula, charge and spin ... 308.02 kJ/mol
Net charge ... 0
HOMO energy (alpha / beta) ... -8.75 / -8.80 eV

Which charges does Mulliken predict for the atoms? In e, they are:
1 C 0.48
2 N -0.39
3 N -0.33
4 S 0.04
5 S -0.16
6 H 0.19
7 H 0.16